Record 1
86
Properties=species:S:1:pos:R:3:lowdin_charge:R:1 method="wB97M-V/def2-TZVPD" e_homo_ev=-11.40 charge=+1 e_tot_ha=-42475.2039 mol_weight_da=1831.1 lumo_ev=-4.268
C -2.83 -1.56 -0.94 -0.06
C -1.90 -0.64 -1.74 -0.17
C -2.10 0.86 -1.44 -0.28
F -2.86 0.97 -0.29 -0.05
C -0.83 1.65 -1.11 -0.19
C 0.02 1.22 0.07 -0.24
P -0.48 1.80 1.73 0.22
O 0.85 2.42 2.40 -0.20
O -0.84 0.46 2.53 -0.21
S -1.95 3.02 1.81 0.39
C 1.44 1.71 -0.34 -0.27
C 2.52 0.60 -0.24 -0.14
C 2.10 -0.72 -0.91 -0.12
C 1.57 -1.79 0.02 -0.22
C 1.25 -3.05 -0.50 -0.06
C 0.73 -4.06 0.29 -0.24
C 0.54 -3.84 1.66 -0.13
C 0.85 -2.61 2.21 -0.09
C 1.36 -1.59 1.38 -0.09
C 1.27 2.21 -1.74 -0.27
P 2.80 2.83 -2.58 0.60
O 2.26 4.14 -3.37 -0.32
Cl 3.87 3.65 -1.03 0.36
N 0.07 2.13 -2.19 0.05
C -0.35 2.53 -3.54 -0.09
C -0.94 1.39 -4.39 -0.13
C -0.03 0.14 -4.50 -0.22
C 0.23 -0.29 -5.96 -0.24
S 1.95 -0.62 -6.34 0.33
O 2.09 -0.45 -7.76 -0.32
O 2.31 -1.91 -5.86 -0.31
Cl 3.03 0.86 -5.43 0.39
H -2.89 -2.53 -1.43 0.08
H -3.85 -1.17 -0.90 0.05
H -2.41 -1.74 0.04 0.08
H -0.87 -0.97 -1.66 0.09
H -2.19 -0.78 -2.79 0.10
H -2.67 1.37 -2.21 0.12
H -1.27 2.61 -0.77 0.13
H -0.14 0.14 0.12 0.11
H 0.67 2.49 3.35 0.08
H -0.15 0.21 3.16 0.00
H 1.84 2.51 0.30 0.10
H 3.43 0.93 -0.75 0.07
H 2.83 0.47 0.80 0.12
H 1.38 -0.54 -1.71 0.10
H 2.98 -1.14 -1.40 0.13
H 1.36 -3.27 -1.56 0.12
H 0.46 -5.01 -0.13 0.08
H 0.13 -4.63 2.28 0.11
H 0.69 -2.43 3.27 0.02
H 1.57 -0.64 1.84 0.03
H 2.93 4.39 -4.03 0.08
H 0.53 2.87 -4.08 0.10
H -1.02 3.38 -3.50 0.15
H -1.96 1.15 -4.12 0.10
H -0.99 1.82 -5.40 0.12
H -0.52 -0.71 -4.04 0.09
H 0.90 0.27 -3.94 0.06
H -0.24 -1.25 -6.14 0.12
H -0.18 0.41 -6.69 0.11
C 3.55 -7.59 0.57 -1.62
Br 2.19 -8.94 0.63 0.58
Br 2.80 -5.83 0.85 0.75
Br 5.00 -7.96 1.79 0.58
H 3.97 -7.60 -0.43 -0.03
C -5.72 2.62 -0.61 -1.64
Br -5.89 1.09 -1.78 0.60
Br -5.05 4.15 -1.56 0.56
Br -7.36 3.00 0.31 0.59
H -4.99 2.36 0.14 -0.05
C 0.89 -0.71 6.15 -1.58
Br 1.91 -0.23 7.71 0.61
Br 1.95 -0.54 4.54 0.68
Br 0.12 -2.46 6.29 0.64
H 0.08 0.00 6.07 -0.03
C -8.30 4.43 4.48 -1.64
Br -7.41 3.08 5.51 0.57
Br -7.06 5.53 3.51 0.56
Br -9.63 3.66 3.31 0.56
H -8.82 5.07 5.17 -0.03
C 6.02 -0.57 7.51 -1.63
Br 5.61 0.90 8.68 0.57
Br 5.30 -2.23 8.16 0.57
Br 5.44 -0.21 5.70 0.53
H 7.09 -0.67 7.48 -0.03

Record 2
68
Properties=species:S:1:pos:R:3:lowdin_spin:R:1 method="wB97M-V/def2-TZVPD" e_homo_ev="-8.34 / -8.63" de_lowest_kcal_mol=7.2 s2=3.788 charge=+1 spin_multiplicity=4 e_tot_ha=-2457.7009 mol_weight_da=508.5 lumo_ev="-2.217 / -2.428"
V 0.44 0.19 0.93 2.64
C 4.70 0.03 1.28 0.01
C 3.27 0.23 0.89 0.06
N 2.29 0.05 1.72 -0.02
C 2.43 -0.23 3.14 0.00
C 1.08 -0.72 3.71 0.01
N -0.15 -0.18 3.06 0.02
C -0.70 1.08 3.60 0.01
C -0.01 2.31 3.02 0.01
N 0.13 2.26 1.55 0.01
C -0.96 2.84 0.71 0.01
C -1.93 1.80 0.19 0.01
N -1.22 0.69 -0.47 0.02
C -0.54 1.11 -1.73 0.03
C -1.34 1.75 -2.82 0.00
C 0.83 1.08 -1.75 0.01
C 1.70 1.48 -2.85 0.04
C 3.05 1.43 -2.71 0.01
C 3.69 0.99 -1.51 0.06
C 2.86 0.63 -0.49 0.00
N 1.52 0.67 -0.63 -0.03
H 5.03 0.78 2.00 0.00
H 5.36 0.08 0.42 0.00
H 4.84 -0.95 1.75 0.00
H 2.75 0.69 3.65 0.00
H 3.19 -0.98 3.35 0.00
H 1.06 -0.52 4.79 0.00
H 1.02 -1.80 3.58 0.00
H -0.86 -0.89 3.14 0.01
H -0.62 1.12 4.69 0.00
H -1.76 1.09 3.35 0.00
H 1.00 2.38 3.42 0.00
H -0.54 3.21 3.34 0.00
H 0.98 2.76 1.31 0.00
H -0.47 3.31 -0.14 0.00
H -1.49 3.62 1.27 0.00
H -2.63 2.29 -0.50 0.00
H -2.53 1.38 1.01 0.00
H -2.38 1.43 -2.84 0.00
H -0.95 1.50 -3.81 0.00
H -1.36 2.85 -2.77 0.00
H 1.27 1.83 -3.77 0.00
H 3.66 1.73 -3.55 0.00
H 4.77 0.99 -1.42 0.00
N 2.08 -4.87 -0.70 0.00
C 1.41 -4.22 0.42 0.00
C 0.94 -2.84 0.02 0.01
O 1.04 -2.55 -1.26 0.01
O 0.48 -2.05 0.83 0.02
H 1.85 -5.85 -0.78 0.00
H 3.08 -4.79 -0.66 0.00
H 1.50 -3.32 -1.66 0.00
H 2.00 -4.13 1.33 0.00
H 0.51 -4.78 0.69 0.00
F -6.38 -0.40 -4.16 0.00
C -5.35 -0.44 -3.30 0.00
C -5.47 0.20 -2.08 0.00
C -4.41 0.15 -1.20 0.00
C -3.23 -0.52 -1.52 0.00
C -2.06 -0.55 -0.57 0.02
C -3.15 -1.17 -2.75 0.00
C -4.21 -1.14 -3.65 0.00
H -6.39 0.72 -1.84 0.00
H -4.51 0.63 -0.23 0.00
H -1.37 -1.34 -0.88 0.00
H -2.41 -0.79 0.43 0.00
H -2.24 -1.70 -3.01 0.00
H -4.16 -1.63 -4.61 0.00

Record 3
75
Properties=species:S:1:pos:R:3:lowdin_charge:R:1 method="wB97M-V/def2-TZVPD" e_homo_ev="-10.91 / -10.90" de_lowest_kcal_mol=0.0 charge=+1 e_tot_ha=-4718.2505 mol_weight_da=684.5 lumo_ev="-2.751 / -2.752"
Ni 0.96 -0.74 0.98 0.25
N 0.07 -2.29 0.17 0.01
C -0.89 -2.86 1.14 -0.27
C -1.00 -4.38 1.08 -0.14
C -1.49 -4.99 -0.23 -0.17
C -3.01 -5.03 -0.40 -0.15
N -3.65 -3.71 -0.36 0.10
C -3.56 -2.81 -1.33 -0.46
N -4.05 -1.58 -1.16 0.20
N -3.01 -3.13 -2.50 0.21
C -0.47 -2.44 2.57 -0.60
O -1.06 -2.93 3.51 0.07
O 0.51 -1.59 2.62 -0.06
H -0.37 -1.99 -0.71 -0.02
H 0.80 -2.95 -0.06 0.11
H -1.85 -2.38 0.95 0.13
H -1.63 -4.69 1.92 0.12
H -0.01 -4.79 1.30 0.14
H -1.15 -6.03 -0.29 0.12
H -1.01 -4.48 -1.08 0.10
H -3.44 -5.60 0.43 0.13
H -3.30 -5.55 -1.31 0.12
H -4.18 -3.46 0.46 0.16
H -4.36 -1.29 -0.25 0.13
H -3.83 -0.86 -1.82 0.08
H -2.58 -4.03 -2.62 0.11
H -2.63 -2.38 -3.08 0.06
S 0.40 5.12 5.64 1.05
N 1.63 4.14 5.27 -0.21
C 1.18 3.32 4.34 -0.30
C 1.96 2.27 3.69 -0.07
C 3.31 2.04 3.98 0.03
C 3.97 1.05 3.29 -0.01
C 3.27 0.31 2.35 -0.08
N 1.99 0.52 2.08 0.02
C 1.33 1.49 2.73 -0.13
C -0.08 1.71 2.36 -0.15
N -0.60 0.92 1.41 0.12
C -1.84 1.14 1.02 -0.11
C -2.65 2.14 1.56 -0.02
C -2.13 2.94 2.55 0.02
C -0.82 2.73 2.96 -0.08
C -0.17 3.54 3.98 -0.30
N -0.73 4.53 4.65 -0.21
H 3.81 2.65 4.72 0.13
H 5.01 0.84 3.47 0.12
H 3.75 -0.48 1.79 0.12
H -2.20 0.51 0.21 0.06
H -3.66 2.28 1.20 0.11
H -2.72 3.73 3.01 0.13
C 1.55 -1.12 -4.57 -0.08
C 1.91 0.34 -4.48 -0.43
C 3.37 0.59 -4.19 -0.05
O 1.09 1.07 -3.51 -0.30
P 0.51 0.63 -2.11 -0.06
S -1.16 -0.42 -2.29 0.33
S 2.00 -0.22 -1.03 0.46
O 0.09 2.03 -1.51 -0.32
C 1.05 3.14 -1.48 -0.45
C 0.54 4.20 -2.43 -0.03
C 1.15 3.62 -0.05 -0.02
H 2.13 -1.58 -5.37 0.09
H 0.49 -1.26 -4.80 0.06
H 1.78 -1.64 -3.64 0.06
H 1.64 0.83 -5.42 0.14
H 3.69 0.08 -3.28 0.05
H 3.57 1.65 -4.08 0.09
H 3.97 0.21 -5.02 0.09
H 2.02 2.77 -1.81 0.12
H -0.45 4.54 -2.12 0.09
H 0.47 3.79 -3.44 0.08
H 1.22 5.05 -2.45 0.09
H 0.16 3.90 0.33 0.09
H 1.80 4.49 0.01 0.10
H 1.57 2.83 0.58 0.06

Record 4
70
Properties=species:S:1:pos:R:3:lowdin_charge:R:1 method="wB97M-V/def2-TZVPD" e_homo_ev=-12.02 de_lowest_kcal_mol=7.3 charge=+1 e_tot_ha=-5482.9188 mol_weight_da=798.3 lumo_ev=-3.782
Hf -1.84 1.11 -0.48 1.50
Cl -2.82 6.75 -3.96 0.74
C -2.25 5.59 -2.82 -0.65
C -1.78 4.37 -3.26 -0.10
C -1.31 3.49 -2.30 -0.52
Cl -0.73 1.89 -2.80 0.79
C -1.31 3.74 -0.94 -0.44
O -0.90 2.80 -0.05 -0.29
C -1.83 4.99 -0.54 -0.58
Cl -1.91 5.34 1.14 0.77
C -2.28 5.90 -1.46 -0.09
H -1.78 4.12 -4.31 0.12
H -2.66 6.85 -1.13 0.12
C -0.87 -1.20 4.13 -0.18
C -0.45 0.22 3.72 -0.16
C -0.37 0.38 2.20 -0.24
C 0.07 -0.93 1.53 -0.43
C -1.01 -2.02 1.75 -0.18
C -1.78 -1.80 3.06 -0.17
P 0.35 -0.56 -0.24 1.04
C 0.39 -2.07 -1.29 -0.41
C -0.97 -2.58 -1.76 -0.22
C -0.79 -3.57 -2.92 -0.17
C 0.45 -4.47 -2.72 -0.19
C 0.80 -4.58 -1.24 -0.19
C 1.25 -3.21 -0.70 -0.19
C 2.04 0.16 -0.43 -0.39
C 3.10 -0.55 0.45 -0.19
C 3.44 0.29 1.68 -0.19
C 4.11 1.61 1.27 -0.18
C 3.56 2.13 -0.07 -0.18
C 2.11 1.70 -0.26 -0.22
H -1.37 -1.17 5.10 0.12
H 0.01 -1.83 4.25 0.12
H 0.53 0.46 4.14 0.12
H -1.15 0.96 4.12 0.12
H 0.27 1.22 1.94 0.09
H -1.39 0.64 1.84 0.07
H 1.01 -1.25 1.98 0.11
H -0.53 -3.00 1.76 0.12
H -1.73 -2.02 0.93 0.07
H -2.20 -2.75 3.40 0.12
H -2.63 -1.13 2.89 0.12
H 0.90 -1.68 -2.19 0.12
H -1.61 -1.75 -2.09 0.09
H -1.50 -3.06 -0.94 0.11
H -0.70 -3.02 -3.86 0.11
H -1.69 -4.18 -3.00 0.12
H 1.30 -4.05 -3.25 0.11
H 0.27 -5.45 -3.15 0.11
H 1.59 -5.31 -1.09 0.12
H -0.07 -4.94 -0.68 0.12
H 2.30 -3.05 -0.97 0.11
H 1.20 -3.22 0.39 0.09
H 2.26 -0.05 -1.48 0.11
H 4.01 -0.68 -0.14 0.13
H 2.78 -1.55 0.74 0.08
H 4.09 -0.27 2.35 0.12
H 2.53 0.50 2.25 0.09
H 5.18 1.47 1.19 0.11
H 3.94 2.36 2.05 0.11
H 4.15 1.73 -0.90 0.12
H 3.64 3.21 -0.13 0.12
H 1.66 2.18 -1.13 0.09
H 1.53 2.03 0.61 0.09
O -3.61 1.52 0.69 -0.49
Se -4.34 0.48 -0.43 0.95
O -3.17 -0.70 -0.26 -0.52
O -3.57 1.21 -1.74 -0.52
O -5.89 0.20 -0.42 -0.31

Record 5
77
Properties=species:S:1:pos:R:3:lowdin_charge:R:1 method="wB97M-V/def2-TZVPD" e_homo_ev=-8.15 de_lowest_kcal_mol=14.7 charge=0 e_tot_ha=-4122.9627 mol_weight_da=782.3 lumo_ev=-0.703
Tc 0.56 0.99 -0.46 1.09
N -2.49 1.44 1.06 0.17
C -2.09 0.16 0.85 -0.38
N -2.85 -0.91 1.12 0.10
N -2.13 -1.95 0.81 0.00
N -0.97 -1.55 0.35 -0.27
N -0.90 -0.20 0.37 -0.05
C -1.94 2.52 0.40 -0.45
N -2.52 3.70 0.25 0.04
N -1.64 4.43 -0.45 -0.07
N -0.58 3.74 -0.72 -0.05
N -0.74 2.52 -0.19 -0.14
H -3.44 1.56 1.39 0.15
Cl 0.76 3.53 -7.10 0.67
C 0.38 2.71 -5.63 -0.68
C 1.26 2.77 -4.56 -0.12
C 0.93 2.08 -3.41 -0.53
Cl 1.93 2.17 -2.00 0.80
C -0.22 1.29 -3.26 -0.48
O -0.42 0.59 -2.17 -0.31
C -1.11 1.33 -4.36 -0.58
Cl -2.63 0.53 -4.19 0.71
C -0.82 2.02 -5.52 -0.13
H 2.17 3.36 -4.63 0.11
H -1.53 2.04 -6.33 0.11
C 1.57 -5.10 2.26 -0.22
Si 0.87 -3.34 2.10 0.43
C -0.53 -3.10 3.34 -0.22
C 2.21 -2.05 2.50 -0.20
Si 0.21 -2.92 -0.14 0.57
Si 2.15 -2.36 -1.43 0.42
C 1.99 -2.01 -3.29 -0.20
C 3.37 -1.08 -0.71 -0.22
C 3.01 -4.04 -1.27 -0.22
Si -1.22 -4.28 -1.47 0.43
C -1.13 -3.66 -3.25 -0.21
C -3.03 -4.35 -0.96 -0.22
C -0.54 -6.05 -1.44 -0.22
H 1.95 -5.28 3.27 0.03
H 2.39 -5.26 1.56 0.01
H 0.80 -5.84 2.06 0.02
H -0.28 -3.56 4.30 0.03
H -1.47 -3.54 2.99 0.02
H -0.71 -2.04 3.52 0.03
H 2.44 -2.04 3.57 0.04
H 1.86 -1.05 2.23 0.00
H 3.13 -2.25 1.95 0.01
H 1.06 -1.50 -3.54 0.01
H 2.00 -2.94 -3.86 0.03
H 2.81 -1.39 -3.64 0.03
H 2.88 -0.29 -0.13 -0.04
H 3.94 -0.60 -1.51 0.03
H 4.09 -1.57 -0.05 0.03
H 2.33 -4.87 -1.52 0.01
H 3.38 -4.21 -0.26 0.02
H 3.86 -4.11 -1.95 0.04
H -1.39 -2.60 -3.30 0.02
H -1.84 -4.20 -3.89 0.04
H -0.13 -3.78 -3.68 0.01
H -3.55 -3.43 -1.23 0.03
H -3.15 -4.48 0.12 0.02
H -3.53 -5.18 -1.46 0.03
H 0.48 -6.11 -1.82 0.01
H -1.16 -6.69 -2.07 0.03
H -0.54 -6.47 -0.43 0.02
C 1.46 1.44 1.06 -0.15
C 2.08 2.13 2.13 -0.31
C 1.28 2.70 3.13 -0.03
C 1.83 3.55 4.07 -0.07
C 3.20 3.82 4.04 -0.07
C 4.00 3.22 3.09 -0.08
C 3.46 2.38 2.14 -0.04
H 0.22 2.49 3.14 0.11
H 1.20 4.03 4.81 0.11
H 3.63 4.50 4.77 0.11
H 5.07 3.43 3.07 0.11
H 4.08 1.93 1.37 0.11

Record 6
67
Properties=species:S:1:pos:R:3:lowdin_spin:R:1 method="wB97M-V/def2-TZVPD" e_homo_ev="-13.88 / -13.87" de_lowest_kcal_mol=0.0 s2=2.003 charge=+2 spin_multiplicity=3 e_tot_ha=-2834.5033 mol_weight_da=619.9 lumo_ev="-6.468 / -5.695"
Pr 0.52 0.33 1.34 2.04
Cl 0.97 0.46 3.86 -0.02
P -1.87 -0.38 0.02 0.00
C -1.53 -1.85 -1.00 0.00
C -1.83 -1.83 -2.37 0.00
C -1.69 -3.00 -3.11 0.00
C -1.22 -4.16 -2.50 0.00
C -0.85 -4.16 -1.14 0.00
C -1.01 -3.01 -0.38 0.00
C -3.14 -0.85 1.24 0.00
C -3.46 0.09 2.24 0.00
C -4.49 -0.21 3.13 0.00
C -5.18 -1.43 3.03 0.00
C -4.84 -2.36 2.05 0.00
C -3.81 -2.08 1.14 0.00
C -2.68 0.84 -1.06 0.00
C -1.98 2.02 -1.42 0.00
C -2.66 2.99 -2.15 0.00
C -3.99 2.78 -2.55 0.00
C -4.65 1.59 -2.22 0.00
C -4.00 0.61 -1.47 0.00
H -2.93 1.04 2.30 0.00
H -4.76 0.49 3.92 0.00
H -5.97 -1.66 3.75 0.00
H -5.35 -3.31 1.98 0.00
H -3.54 -2.79 0.36 0.00
H -2.15 -0.90 -2.83 0.00
H -1.91 -2.99 -4.19 0.00
H -1.10 -5.08 -3.09 0.00
H -0.43 -5.06 -0.69 0.00
H -0.75 -3.01 0.68 0.00
H -0.93 2.16 -1.14 0.00
H -2.16 3.93 -2.41 0.00
H -4.50 3.57 -3.11 0.00
H -5.68 1.42 -2.53 0.00
H -4.49 -0.32 -1.20 0.00
H 0.08 -0.51 -3.91 0.00
H -0.16 0.22 -3.83 0.00
C 2.16 -1.76 1.11 0.00
N 2.92 -0.51 1.38 0.00
C 4.00 -0.70 2.40 0.00
P 3.01 0.80 0.28 0.00
O 1.83 0.54 -0.64 0.00
N 2.39 2.15 1.21 0.00
C 1.75 3.25 0.40 0.00
C 3.23 2.69 2.33 0.00
N 4.38 0.94 -0.51 0.00
C 5.41 1.92 -0.14 0.00
C 4.55 0.16 -1.74 0.00
H 1.43 -1.97 1.95 0.00
H 2.84 -2.62 1.11 0.00
H 1.64 -1.73 0.13 0.00
H 4.94 -0.22 2.06 0.00
H 3.68 -0.29 3.37 0.00
H 4.16 -1.79 2.49 0.00
H 0.66 3.04 0.24 0.00
H 1.81 4.22 0.93 0.00
H 2.24 3.38 -0.59 0.00
H 2.63 3.46 2.85 0.00
H 3.45 1.90 3.07 0.00
H 4.17 3.14 1.96 0.00
H 5.93 1.62 0.79 0.00
H 6.09 1.95 -0.99 0.00
H 4.99 2.92 0.03 0.00
H 5.02 -0.81 -1.55 0.00
H 3.61 -0.05 -2.27 0.00
H 5.20 0.76 -2.40 0.00